The following is a DFT calculation (wB97M-V/def2-TZVPD) of a 11-piece molecular cluster, C48H68N10O3P overall.

Positions of all 130 atoms, in Å:
1 P -2.722 -0.917 -2.777
2 O -1.291 0.042 -2.179
3 O -4.022 -1.895 -3.373
4 O -2.064 -0.986 -4.405
5 N -0.418 -4.243 0.647
6 N 2.413 7.007 -1.121
7 N 1.654 -6.111 -6.423
8 N -0.878 3.695 3.406
9 N -4.132 0.773 3.748
10 N -1.790 3.950 -1.790
11 N 4.573 -1.851 2.238
12 N 3.837 -7.420 -2.907
13 N 4.541 1.626 1.100
14 N 1.091 0.185 4.736
15 C 1.401 1.403 5.269
16 C -2.148 4.199 3.362
17 C 2.630 8.218 -0.520
18 C -4.977 0.856 -2.502
19 C -5.011 0.901 2.709
20 C 0.287 0.360 -0.371
21 C -1.555 -4.294 1.402
22 C 4.009 1.167 -0.074
23 C 0.479 -0.073 1.079
24 C 5.858 -2.310 2.343
25 C -1.073 -0.154 -0.838
26 C 1.086 6.683 -1.052
27 C -2.767 4.672 -1.169
28 C 0.255 1.928 5.798
29 C 3.216 -6.228 -3.169
30 C -1.210 4.706 -2.769
31 C 4.029 2.195 -0.975
32 C 5.869 -3.297 3.291
33 C -2.319 -2.271 -4.906
34 C 0.550 -5.029 1.209
35 C -0.238 -0.082 4.914
36 C -0.777 5.538 2.182
37 C 3.761 -2.536 3.102
38 C 0.278 -5.310 -4.884
39 C 4.907 2.937 0.963
40 C 4.538 -3.441 3.773
41 C 3.122 -5.539 -1.996
42 C 2.022 -4.806 -6.210
43 C -2.119 5.347 2.612
44 C -3.657 0.661 -3.188
45 C 4.604 3.318 -0.317
46 C -6.255 1.115 3.239
47 C -1.826 5.929 -2.780
48 C -3.397 -2.965 -4.038
49 C 1.185 -4.285 -5.260
50 C 1.423 8.672 -0.057
51 C -0.039 4.501 2.689
52 C 4.140 -7.499 -1.567
53 C 3.697 -6.343 -0.982
54 C -2.818 5.908 -1.761
55 C -5.334 0.344 -1.320
56 C 0.443 7.696 -0.395
57 C 0.023 -5.599 2.338
58 C -4.797 0.890 4.939
59 C -0.787 0.986 5.579
60 C -6.120 1.101 4.656
61 C -1.314 -5.128 2.463
62 C 0.585 -6.422 -5.620
63 H -1.089 -1.232 -0.597
64 H -2.434 -3.740 1.117
65 H 0.538 -6.276 2.999
66 H 2.841 -4.364 -6.751
67 H -6.904 1.237 5.382
68 H 0.140 -7.402 -5.641
69 H 0.299 1.446 -0.422
70 H -0.063 0.577 1.763
71 H 0.712 5.766 -1.473
72 H 4.770 4.297 -0.733
73 H 1.528 -0.042 1.378
74 H 3.120 6.440 -1.548
75 H 3.615 8.649 -0.474
76 H 4.624 -8.366 -1.152
77 H -0.317 -3.710 -0.200
78 H -0.676 -0.994 4.544
79 H -4.557 0.157 -0.596
80 H -3.144 0.621 3.646
81 H 2.096 -6.738 -7.067
82 H 1.219 -3.280 -4.875
83 H -0.603 2.858 3.892
84 H 1.520 -5.117 0.751
85 H -0.612 7.732 -0.184
86 H 2.401 1.798 5.212
87 H -3.340 4.248 -0.362
88 H -4.677 0.828 1.688
89 H 6.734 -3.859 3.602
90 H 3.776 -6.095 0.064
91 H -1.539 3.001 -1.567
92 H -0.398 6.337 1.568
93 H 5.345 3.481 1.781
94 H 1.079 -0.035 -1.002
95 H -1.828 0.351 -0.214
96 H -1.590 6.747 -3.440
97 H -2.962 3.700 3.862
98 H 0.166 2.888 6.279
99 H -4.275 0.820 5.878
100 H -1.399 -2.850 -4.976
101 H 4.190 -4.134 4.519
102 H 0.122 -1.082 1.243
103 H 4.636 1.085 1.939
104 H 2.890 -5.965 -4.160
105 H 2.678 -4.564 -1.879
106 H -1.820 1.097 5.864
107 H -3.173 -0.994 -1.417
108 H -4.152 -3.486 -4.628
109 H 1.008 4.267 2.594
110 H -3.872 0.621 -4.252
111 H 4.031 -8.130 -3.586
112 H -6.352 0.145 -1.025
113 H 6.646 -1.898 1.738
114 H 1.742 -0.417 4.264
115 H -1.877 -2.074 -2.506
116 H 3.651 0.154 -0.163
117 H -3.005 -3.702 -3.334
118 H -2.990 1.511 -3.058
119 H -0.412 4.308 -3.371
120 H -7.160 1.258 2.675
121 H 1.260 9.600 0.466
122 H -2.966 5.975 2.389
123 H -2.020 -5.379 3.238
124 H 4.264 -1.135 1.607
125 H -2.772 -2.214 -5.898
126 H -5.683 1.508 -3.009
127 H 3.667 2.150 -1.988
128 H -0.511 -5.231 -4.155
129 H -3.490 6.707 -1.494
130 H 2.706 -2.331 3.158

Summary:
Net charge = -1
Highest occupied orbital energy = -4.74 eV
Total energy = -81208.47031 eV